(1)
C21H60N5OSSbSi3Ti as an isolated structure. Source: the OMol25 dataset; level of theory: the ωB97M-V functional and the def2-TZVPD basis.

Values from the calculation:
**LUMO energy (alpha / beta)**: -8.50 / -8.06 eV
**Energy**: -3540.863032 Eh
**Molecular weight**: 684.7 g mol⁻¹
**HOMO energy (alpha / beta)**: -16.279 / -16.250 eV

```
! RIJCOSX wB97M-V def2-TZVPD def2/J DEFGRID3
* xyz 3 2
Ti -1.135 0.041 0.856
C -0.798 3.010 0.234
C -0.660 2.919 1.769
N -1.391 1.743 2.311
C -2.788 2.065 2.726
C -3.698 0.892 2.427
N -3.394 0.331 1.087
C -3.961 1.111 -0.045
C -3.077 2.291 -0.391
N -1.640 1.910 -0.300
H -1.204 3.977 -0.067
H 0.186 2.919 -0.222
H 0.392 2.808 2.035
H -1.006 3.832 2.255
H -0.899 1.450 3.147
H -2.822 2.306 3.789
H -3.109 2.962 2.205
H -3.529 0.099 3.154
H -4.747 1.187 2.504
H -3.836 -0.584 1.047
H -4.031 0.435 -0.895
H -4.977 1.443 0.181
H -3.308 2.649 -1.396
H -3.258 3.132 0.273
H -1.313 1.726 -1.245
N 0.769 -0.169 2.162
C 0.976 -0.178 3.647
C 0.296 -1.316 4.387
C -1.233 -1.233 4.466
C -1.961 -2.113 3.473
N -1.537 -1.870 2.059
H 1.227 -1.011 1.803
H 1.380 0.562 1.799
H 0.643 0.782 4.052
H 2.051 -0.217 3.834
H 0.707 -1.304 5.398
H 0.617 -2.279 3.971
H -1.560 -0.192 4.363
H -1.565 -1.537 5.460
H -3.038 -1.955 3.530
H -1.789 -3.163 3.717
H -2.158 -2.402 1.454
H -0.643 -2.349 1.934
C -2.952 -3.701 -1.095
S -2.969 -1.947 -1.416
C -2.500 -1.975 -3.130
O -1.754 -1.361 -0.673
H -1.983 -4.127 -1.351
H -3.742 -4.148 -1.701
H -3.194 -3.865 -0.046
H -3.282 -2.493 -3.687
H -2.437 -0.944 -3.473
H -1.542 -2.483 -3.233
C 3.853 1.031 1.416
Si 3.318 1.602 -0.291
C 4.712 1.397 -1.506
C 2.813 3.398 -0.191
Sb 1.255 0.159 -1.008
Si 0.879 0.849 -3.488
C -0.751 1.778 -3.595
C 2.254 1.972 -4.029
C 0.827 -0.672 -4.566
Si 2.249 -2.234 -1.073
C 1.010 -3.329 -1.937
C 3.909 -2.229 -1.901
C 2.395 -2.843 0.697
H 4.844 1.455 1.604
H 3.951 -0.051 1.522
H 3.214 1.410 2.218
H 5.635 1.634 -0.969
H 4.626 2.108 -2.327
H 4.825 0.399 -1.926
H 3.719 3.991 -0.036
H 2.153 3.614 0.651
H 2.348 3.766 -1.108
H -0.734 2.738 -3.072
H -1.608 1.189 -3.253
H -0.939 2.013 -4.646
H 2.373 2.854 -3.398
H 2.007 2.322 -5.036
H 3.211 1.455 -4.092
H -0.114 -1.219 -4.487
H 1.648 -1.364 -4.380
H 0.919 -0.344 -5.606
H 0.865 -3.076 -2.988
H 0.049 -3.275 -1.423
H 1.364 -4.363 -1.893
H 3.896 -1.759 -2.885
H 4.224 -3.269 -2.037
H 4.671 -1.738 -1.293
H 1.418 -3.019 1.162
H 2.994 -2.197 1.344
H 2.895 -3.816 0.685
*
```

***

(2)
A 3-piece molecular cluster, C8H21NO6PS overall. Source: the OMol25 dataset; level of theory: the ωB97M-V functional and the def2-TZVPD basis.

Values from the calculation:
**LUMO energy**: -3.44 eV
**Energy**: -1562.977455 Eh
**Molecular weight**: 290.3 g mol⁻¹
**HOMO energy**: -12.637 eV

```
! RIJCOSX wB97M-V def2-TZVPD def2/J DEFGRID3
* xyz 1 1
O 1.033 -0.920 2.079
P 1.031 -2.326 1.377
O -0.083 -2.248 0.228
N 2.429 -1.867 0.057
S 2.006 -0.967 -1.423
H 0.672 -0.113 1.611
H -0.982 -2.472 0.519
H 2.939 -2.705 -0.225
H 3.074 -1.286 0.592
H 1.896 0.173 -0.724
O -1.932 -3.839 -1.440
C -2.502 -2.838 -1.785
O -3.684 -2.549 -1.210
C -4.387 -1.315 -1.439
C -5.217 -1.354 -2.702
C -1.934 -1.924 -2.845
H -3.691 -0.476 -1.430
H -5.026 -1.218 -0.563
H -4.597 -1.467 -3.592
H -5.786 -0.429 -2.799
H -5.918 -2.187 -2.665
H -2.225 -2.320 -3.819
H -0.851 -1.972 -2.771
H -2.264 -0.891 -2.782
O 0.350 1.358 1.200
C 1.251 2.149 1.413
O 2.494 1.641 1.394
C 3.688 2.457 1.527
C 4.010 2.763 2.970
C 1.026 3.592 1.739
H 3.585 3.354 0.917
H 4.466 1.845 1.076
H 3.235 3.365 3.442
H 4.946 3.320 3.021
H 4.126 1.842 3.539
H 0.817 3.659 2.808
H 0.141 3.926 1.204
H 1.865 4.238 1.506
*
```

***

(3)
One molecule with the formula C6H9N in a non-equilibrium geometry. Source: the OMol25 dataset; level of theory: the ωB97M-V functional and the def2-TZVPD basis.

Values from the calculation:
**LUMO energy (alpha / beta)**: 1.11 / -1.76 eV
**Energy**: -288.509276 Eh
**Molecular weight**: 95.1 g mol⁻¹
**HOMO energy (alpha / beta)**: -5.194 / -9.452 eV
**ΔE to the lowest compared entry with this formula, charge and spin**: 205.4 kJ/mol

```
! RIJCOSX wB97M-V def2-TZVPD def2/J DEFGRID3
* xyz 0 3
C -0.611 -1.161 0.802
C 0.214 -1.560 -0.154
C 2.425 0.447 0.582
C -0.821 0.283 0.209
C 0.475 -0.246 -0.762
C -1.889 0.795 -0.596
N 1.765 0.435 -0.476
H -1.173 -1.562 1.703
H 0.729 -2.498 -0.228
H 3.265 1.164 0.766
H 2.243 -0.227 1.463
H -0.592 1.030 0.891
H 0.332 -0.081 -1.828
H -1.446 1.765 -1.015
H -2.640 1.317 0.002
H -2.277 0.099 -1.360
*
```

***

(4)
A 2-piece molecular cluster, C4H13N overall in a non-equilibrium geometry. Source: the OMol25 dataset; level of theory: the ωB97M-V functional and the def2-TZVPD basis.

Values from the calculation:
**LUMO energy**: 1.06 eV
**Energy**: -214.917394 Eh
**Molecular weight**: 75.2 g mol⁻¹
**HOMO energy**: -9.013 eV
**ΔE to the lowest compared entry with this formula, charge and spin**: 41.6 kJ/mol
**SMILES**: CCC.CN

```
! RIJCOSX wB97M-V def2-TZVPD def2/J DEFGRID3
* xyz 0 1
C -1.013 0.786 2.040
N -0.942 2.194 2.313
H -0.413 0.427 1.209
H -2.076 0.505 1.769
H -0.787 0.171 2.905
H -0.091 2.529 2.739
H -1.101 2.843 1.555
C -0.190 -1.699 -0.678
C 0.951 -1.264 -1.604
C 1.096 0.241 -1.748
H 0.100 -1.559 0.356
H -0.644 -2.684 -0.832
H -1.082 -1.066 -0.710
H 0.957 -1.734 -2.613
H 1.848 -1.727 -1.169
H 1.811 0.775 -1.108
H 1.469 0.559 -2.726
H 0.107 0.702 -1.701
*
```

***

(5)
An isolated ion of composition C4H7FN3 and charge +1 in a non-equilibrium geometry. Source: the OMol25 dataset; level of theory: the ωB97M-V functional and the def2-TZVPD basis.

Values from the calculation:
**LUMO energy (alpha / beta)**: -6.47 / -5.69 eV
**Energy**: -420.357752 Eh
**Molecular weight**: 116.1 g mol⁻¹
**HOMO energy (alpha / beta)**: -13.241 / -13.983 eV
**ΔE to the lowest compared entry with this formula, charge and spin**: 349.7 kJ/mol

```
! RIJCOSX wB97M-V def2-TZVPD def2/J DEFGRID3
* xyz 1 1
C -1.612 -0.817 0.464
C 0.850 0.894 0.019
C 0.551 -1.527 -0.288
C -1.913 0.235 -0.402
N -0.646 -1.668 0.423
N 1.334 -0.288 0.005
N 1.307 2.060 0.322
F -2.871 1.071 -0.102
H -2.347 -0.996 1.249
H 1.194 -2.365 -0.004
H 0.387 -1.580 -1.378
H -1.506 0.393 -1.395
H 2.315 -0.512 0.176
H 0.717 2.874 0.213
H 2.239 2.226 0.698
*
```

***

(6)
C2H4NdO2 as an isolated structure in a non-equilibrium geometry. Source: the OMol25 dataset; level of theory: the ωB97M-V functional and the def2-TZVPD basis.

Values from the calculation:
**LUMO energy (alpha / beta)**: -10.97 / -10.83 eV
**Energy**: -789.783186 Eh
**Molecular weight**: 204.3 g mol⁻¹
**HOMO energy (alpha / beta)**: -18.961 / -20.097 eV
**ΔE to the lowest compared entry with this formula, charge and spin**: 0.0 kJ/mol

```
! RIJCOSX wB97M-V def2-TZVPD def2/J DEFGRID3
* xyz 2 5
H 2.832 2.571 -0.033
O 0.148 -1.067 0.618
C -1.072 -1.184 0.367
C -1.802 -0.130 -0.232
H -1.576 -2.147 0.547
H -2.863 -0.256 -0.440
H -1.294 0.799 -0.492
O 3.268 1.717 -0.143
Nd 2.359 -0.302 -0.192
*
```

***

(7)
A 2-piece molecular cluster, C5H14NS overall in a non-equilibrium geometry. Source: the OMol25 dataset; level of theory: the ωB97M-V functional and the def2-TZVPD basis.

Values from the calculation:
**LUMO energy (alpha / beta)**: -5.56 / -5.55 eV
**Energy**: -651.477057 Eh
**Molecular weight**: 120.2 g mol⁻¹
**HOMO energy (alpha / beta)**: -12.494 / -12.500 eV
**ΔE to the lowest compared entry with this formula, charge and spin**: 355.7 kJ/mol

```
! RIJCOSX wB97M-V def2-TZVPD def2/J DEFGRID3
* xyz 1 1
C -1.121 2.017 0.190
C -0.104 -1.692 -0.547
C 3.106 -0.265 -0.350
C -1.315 0.587 -0.455
C -0.628 -0.566 0.225
N -0.538 -0.709 1.727
S 1.823 0.545 0.574
H -0.987 2.017 1.201
H -0.235 2.464 -0.284
H -2.055 2.619 0.018
H 0.659 -2.252 -0.039
H 0.357 -1.506 -1.505
H -0.961 -2.300 -0.741
H 2.683 -0.636 -1.336
H 3.606 -1.133 0.120
H 3.889 0.467 -0.518
H -2.335 0.341 -0.658
H -0.802 0.820 -1.412
H -1.103 -0.008 2.262
H -0.911 -1.671 2.031
H 0.510 -0.685 1.987
*
```

***

(8)
One molecule with the formula C4H9NO. Source: the OMol25 dataset; level of theory: the ωB97M-V functional and the def2-TZVPD basis.

Values from the calculation:
**LUMO energy**: 0.64 eV
**Energy**: -287.651782 Eh
**Molecular weight**: 87.1 g mol⁻¹
**HOMO energy**: -8.269 eV
**ΔE to the lowest compared entry with this formula, charge and spin**: 474.3 kJ/mol

```
! RIJCOSX wB97M-V def2-TZVPD def2/J DEFGRID3
* xyz 0 1
C 0.396 -1.639 0.560
C 0.453 -0.314 1.257
N 1.155 1.041 -0.086
C -0.204 0.787 0.488
C -1.242 0.574 -0.627
O -0.701 -0.015 -1.785
H -0.455 -2.083 1.108
H 0.142 -1.672 -0.506
H 1.257 -2.280 0.784
H 1.750 0.284 0.311
H 1.561 1.835 0.402
H -0.522 1.617 1.131
H -1.716 1.541 -0.865
H -2.034 -0.092 -0.263
H 0.160 0.415 -1.910
*
```

***

(9)
C5H7I as an isolated structure in a non-equilibrium geometry. Source: the OMol25 dataset; level of theory: the ωB97M-V functional and the def2-TZVPD basis.

Values from the calculation:
**LUMO energy**: -1.76 eV
**Energy**: -492.173101 Eh
**Molecular weight**: 194.0 g mol⁻¹
**HOMO energy**: -8.254 eV
**ΔE to the lowest compared entry with this formula, charge and spin**: 460.2 kJ/mol

```
! RIJCOSX wB97M-V def2-TZVPD def2/J DEFGRID3
* xyz 0 1
C 1.515 0.891 -0.316
C -0.008 -3.343 -0.659
C 1.147 -3.026 -0.601
C 0.415 1.062 0.355
C -0.692 1.592 0.845
I -3.849 1.897 0.485
H 2.411 1.522 -0.206
H 1.615 0.050 -0.983
H -1.112 -3.337 -0.678
H 2.106 -2.772 -0.644
H -0.689 2.564 0.263
H -1.111 1.598 1.840
H -1.748 1.301 0.300
*
```

***

(10)
An isolated ion of composition CH3IN5 and charge +1 in a non-equilibrium geometry. Source: the OMol25 dataset; level of theory: the ωB97M-V functional and the def2-TZVPD basis.

Values from the calculation:
**LUMO energy**: -6.10 eV
**Energy**: -610.919840 Eh
**Molecular weight**: 212.0 g mol⁻¹
**HOMO energy**: -13.258 eV
**ΔE to the lowest compared entry with this formula, charge and spin**: 138.6 kJ/mol
**SMILES**: [NH2+]=N/N=C/N=N\I

```
! RIJCOSX wB97M-V def2-TZVPD def2/J DEFGRID3
* xyz 1 1
C -1.425 -1.929 0.252
N -0.978 -0.753 0.001
N -2.771 -2.313 -0.139
N -0.332 0.055 -0.622
N -3.715 -1.685 -0.259
N -0.110 1.283 -0.257
I -3.957 0.351 -0.014
H -0.843 -2.582 0.740
H -0.653 1.807 0.445
H 0.085 1.964 -1.005
*
```

***

(11)
One molecule with the formula C4H6I2 in a non-equilibrium geometry. Source: the OMol25 dataset; level of theory: the ωB97M-V functional and the def2-TZVPD basis.

Values from the calculation:
**LUMO energy**: 0.27 eV
**Energy**: -751.330550 Eh
**Molecular weight**: 307.9 g mol⁻¹
**HOMO energy**: -9.195 eV
**ΔE to the lowest compared entry with this formula, charge and spin**: 52.7 kJ/mol
**SMILES**: C=C(I)CCI

```
! RIJCOSX wB97M-V def2-TZVPD def2/J DEFGRID3
* xyz 0 1
C -1.058 -0.938 1.184
C 0.004 -0.185 0.316
C -0.220 0.685 -0.951
C 0.845 1.115 -1.583
I -2.074 1.625 -1.054
I -0.380 -2.289 2.702
H -1.631 -1.582 0.448
H -1.696 -0.270 1.652
H 0.887 0.183 1.029
H 0.596 -1.023 -0.048
H 1.797 0.795 -1.104
H 0.925 1.619 -2.546
*
```

***

(12)
A 9-piece molecular cluster, C24H76NO32P8 overall in a non-equilibrium geometry. Source: the OMol25 dataset; level of theory: the ωB97M-V functional and the def2-TZVPD basis.

Values from the calculation:
**LUMO energy**: -3.13 eV
**Energy**: -6153.668411 Eh
**Molecular weight**: 1138.6 g mol⁻¹
**HOMO energy**: -11.718 eV
**ΔE to the lowest compared entry with this formula, charge and spin**: 296.1 kJ/mol

```
! RIJCOSX wB97M-V def2-TZVPD def2/J DEFGRID3
* xyz 1 1
N 25.677 6.408 16.462
H 25.222 5.809 17.136
H 25.853 7.347 16.793
H 25.016 6.625 15.731
H 26.512 6.057 16.015
C 26.609 3.856 24.457
O 26.967 4.012 23.059
P 28.492 4.046 22.611
O 29.397 4.850 23.457
O 28.880 2.502 22.449
C 28.075 1.585 21.787
O 28.317 4.544 21.068
C 29.476 4.492 20.193
H 27.391 4.101 25.175
H 26.266 2.865 24.756
H 25.674 4.374 24.670
H 27.533 0.940 22.479
H 28.746 0.932 21.228
H 27.377 2.133 21.154
H 30.455 4.591 20.660
H 29.432 5.384 19.568
H 29.435 3.666 19.482
C 28.840 -2.267 16.076
O 29.716 -1.193 15.901
P 29.278 0.006 14.863
O 28.120 0.803 15.318
O 30.729 0.794 14.770
C 31.827 0.093 14.196
O 29.145 -0.693 13.372
C 27.951 -1.284 12.925
H 29.212 -3.116 15.503
H 27.821 -2.093 15.731
H 28.819 -2.534 17.133
H 32.693 0.029 14.854
H 32.211 0.544 13.281
H 31.644 -0.960 13.986
H 27.137 -0.975 13.582
H 28.077 -2.357 13.070
H 27.618 -0.923 11.952
C 18.497 10.289 13.047
O 19.338 9.201 13.513
P 19.173 8.509 14.942
O 20.268 7.644 15.399
O 18.788 9.713 15.977
C 19.839 10.479 16.612
O 17.754 7.665 14.849
C 17.654 6.522 14.061
H 19.183 11.100 12.805
H 17.837 10.689 13.816
H 17.892 10.065 12.168
H 20.810 10.126 16.265
H 19.750 10.231 17.669
H 19.672 11.548 16.476
H 18.317 6.488 13.197
H 16.621 6.462 13.720
H 17.911 5.674 14.696
C 22.219 5.657 8.892
O 23.623 5.454 9.150
P 24.588 6.659 9.599
O 24.480 6.948 11.059
O 26.037 6.133 9.123
C 26.485 4.807 9.424
O 24.327 7.932 8.523
C 23.795 9.181 8.945
H 21.689 4.803 9.315
H 21.916 5.602 7.846
H 21.856 6.593 9.318
H 27.452 4.825 9.926
H 26.653 4.311 8.468
H 25.845 4.272 10.125
H 22.854 9.430 8.456
H 24.530 9.970 8.786
H 23.679 9.198 10.029
C 18.695 3.367 20.611
O 20.021 3.137 20.282
P 21.262 3.950 20.991
O 22.452 3.966 20.183
O 21.370 3.350 22.461
C 21.378 1.880 22.559
O 20.703 5.431 21.201
C 21.157 6.344 22.156
H 17.966 3.179 19.822
H 18.537 4.428 20.808
H 18.415 2.805 21.501
H 20.600 1.723 23.306
H 22.324 1.531 22.973
H 21.146 1.383 21.617
H 21.621 7.168 21.614
H 21.856 5.839 22.822
H 20.284 6.707 22.698
C 24.871 14.495 20.651
O 24.893 13.314 19.928
P 26.034 12.200 20.130
O 25.939 11.069 19.159
O 25.859 11.773 21.690
C 26.776 10.817 22.150
O 27.473 12.954 20.158
C 28.014 13.726 19.023
H 25.826 14.675 21.145
H 24.109 14.463 21.430
H 24.674 15.354 20.009
H 26.990 9.994 21.468
H 26.365 10.398 23.069
H 27.742 11.258 22.395
H 28.846 13.219 18.535
H 28.441 14.695 19.281
H 27.191 14.009 18.366
C 21.565 0.856 14.134
O 20.530 0.026 13.685
P 20.686 -1.618 13.666
O 21.949 -2.086 13.003
O 20.479 -2.050 15.192
C 21.482 -1.849 16.128
O 19.326 -2.121 12.970
C 19.283 -3.310 12.236
H 21.639 1.718 13.471
H 22.553 0.404 14.228
H 21.209 1.278 15.073
H 22.422 -1.513 15.690
H 21.501 -2.789 16.680
H 21.199 -1.076 16.843
H 18.772 -4.090 12.800
H 20.273 -3.683 11.976
H 18.797 -3.191 11.267
C 33.565 7.126 13.475
O 32.631 8.232 13.706
P 31.115 8.165 13.157
O 30.172 7.093 13.596
O 31.348 8.069 11.556
C 32.164 8.932 10.846
O 30.534 9.704 13.389
C 29.233 9.996 12.908
H 33.170 6.427 12.738
H 33.747 6.599 14.412
H 34.441 7.466 12.922
H 32.974 8.437 10.309
H 32.702 9.637 11.480
H 31.458 9.485 10.227
H 29.193 11.057 12.662
H 28.432 9.815 13.624
H 29.005 9.493 11.969
*
```

***

What is the energy in the fourth record?
-214.917394 Eh